Entry from OMol25: a molecular structure, C18H43BrCl2P2V (the ωB97M-V functional and the def2-TZVPD basis).

The geometry in XYZ format:
```
67
C18H43BrCl2P2V the ωB97M-V functional and the def2-TZVPD basis
V 0.46856 -1.73073 -0.30861
Cl 0.31862 0.25429 -1.41424
P 2.99762 -1.23228 -0.02738
C 3.87456 0.36703 -0.10888
C 3.46572 -2.39337 1.30085
C 3.08495 -1.89081 -1.71600
C 3.10235 1.49244 0.59149
H 3.87797 0.57986 -1.19076
C 5.32390 0.29143 0.37914
H 5.38762 0.14387 1.46392
H 5.80290 1.25246 0.14778
H 5.90238 -0.49871 -0.11739
H 2.14721 1.68612 0.08484
H 3.70403 2.41311 0.55349
H 2.90677 1.25044 1.64482
H 2.62730 -1.10857 -2.34525
C 2.28539 -3.17896 -1.85611
C 4.55036 -2.06563 -2.15379
H 5.05094 -1.10038 -2.31529
H 4.56279 -2.61401 -3.10586
H 5.13112 -2.64573 -1.41761
H 1.19651 -3.09329 -1.60427
H 2.74846 -4.00299 -1.28862
H 2.30962 -3.45381 -2.92383
C 3.59182 -1.64811 2.63308
H 4.44851 -2.75682 0.95799
C 2.47833 -3.56128 1.45706
H 4.32779 -0.84053 2.60883
H 3.92040 -2.36474 3.39554
H 2.61939 -1.24318 2.95180
H 1.51078 -3.21097 1.85387
H 2.92267 -4.25036 2.18664
H 2.29683 -4.12465 0.53422
Cl -0.27319 -1.30335 1.80032
H 1.70497 -0.77069 0.47020
P -3.23758 1.63587 -0.25637
C -3.82936 1.66427 -1.95014
C -4.34873 0.75846 0.88242
C -2.25930 3.06535 0.28383
C -3.32210 0.38477 -2.66096
H -3.31895 2.53881 -2.39631
C -5.33841 1.87721 -2.08472
H -5.91014 0.98915 -1.79275
H -5.55996 2.08762 -3.13836
H -5.68590 2.73251 -1.49046
H -2.22476 0.34367 -2.65620
H -3.68333 0.37430 -3.69727
H -3.67387 -0.52793 -2.17153
H -1.63972 3.30503 -0.59978
C -1.30701 2.68953 1.43147
C -3.16100 4.26533 0.59224
H -3.63400 4.66019 -0.31638
H -2.54663 5.06507 1.01480
H -3.94853 4.02391 1.31356
H -0.84219 1.70571 1.29650
H -1.83098 2.70197 2.39524
H -0.49970 3.43213 1.48420
C -4.61391 -0.68484 0.40025
H -5.27951 1.35395 0.78652
C -3.88913 0.77839 2.35268
H -4.95425 -0.73535 -0.64121
H -5.39721 -1.12756 1.03722
H -3.70588 -1.29606 0.50332
H -2.92912 0.25706 2.46868
H -4.63458 0.23796 2.95609
H -3.79839 1.80018 2.74696
Br -1.37184 -3.00374 -1.21558
```

HOMO energy (alpha / beta) = -3.14 / -1.25 eV
LUMO level (alpha / beta) = 0.0944 / 0.0960 Ha
multiplicity = 3
total energy = -5832.7705 a.u.
gap between HOMO and LUMO (alpha / beta) = 5.7 / 3.9 eV
net charge = -1
energy relative to the best compared isomer or geometry (same formula, charge and spin) = 70.44 kcal/mol

Entry from OMol25: a molecular structure, C18H43ClGaI2O12S4 (the ωB97M-V functional and the def2-TZVPD basis).

The geometry in XYZ format:
```
81
C18H43ClGaI2O12S4 the ωB97M-V functional and the def2-TZVPD basis
C 0.53294 0.73411 1.05933
C 0.35382 -0.67910 0.56446
I -1.01767 -0.77573 -1.06911
C 1.03906 -1.69266 1.04821
I 0.85199 -3.62647 0.22454
Ga 2.37817 -1.44826 2.60568
C 3.91423 -0.23974 2.01605
C 4.83323 -0.71123 0.90107
C 4.11722 -1.32338 -0.28820
Cl 6.01623 -1.92191 1.54479
H -0.30932 1.36002 0.77388
H 1.41994 1.17917 0.60745
H 0.63561 0.74045 2.14302
H 1.59144 -0.67555 3.78131
H 2.83827 -2.88490 3.14088
H 3.50625 0.73126 1.71804
H 4.50897 -0.06105 2.91491
H 5.46696 0.10384 0.54256
H 3.79426 -2.33781 -0.05978
H 3.24412 -0.72385 -0.54243
H 4.77997 -1.37976 -1.15414
O -3.05283 -0.87325 -3.71806
S -2.76715 -0.11291 -4.89534
O -3.60447 1.00132 -5.22546
O -2.69889 -1.10625 -6.12830
C -3.80821 -2.02657 -6.28814
C -5.05427 -1.36232 -6.83595
C -1.08608 0.38742 -4.87644
H -3.99691 -2.51303 -5.33041
H -3.42483 -2.77763 -6.97502
H -5.48720 -0.65950 -6.12554
H -5.80038 -2.12666 -7.05498
H -4.82538 -0.82000 -7.75332
H -0.46938 -0.47401 -4.63624
H -0.99649 1.14151 -4.09739
H -0.83606 0.80438 -5.84834
O 6.33348 -5.65976 6.16057
S 5.56265 -4.47652 5.89418
O 5.86981 -3.29080 6.63609
O 4.02654 -4.83508 6.08223
C 3.63398 -5.48183 7.30634
C 3.53760 -4.51919 8.47245
C 5.51520 -4.12819 4.17990
H 4.32496 -6.30108 7.51281
H 2.66025 -5.91011 7.07713
H 4.51585 -4.13139 8.75061
H 3.10856 -5.03437 9.33351
H 2.90132 -3.67379 8.21285
H 5.26229 -5.04083 3.64833
H 6.50695 -3.77868 3.90433
H 4.77255 -3.35498 3.99176
O 3.12575 4.12100 -1.42817
S 3.44521 4.19435 -0.03432
O 2.73711 3.37840 0.89701
O 3.35686 5.71709 0.41906
C 2.13648 6.42315 0.09369
C 0.98832 6.06157 1.01265
C 5.17145 3.97583 0.20626
H 1.89189 6.23581 -0.95262
H 2.40455 7.47283 0.19516
H 0.67233 5.02962 0.87208
H 0.14018 6.71474 0.80431
H 1.28005 6.18430 2.05525
H 5.70921 4.61898 -0.48413
H 5.37845 2.92745 0.00190
H 5.40927 4.21115 1.23968
O -7.60239 0.36009 -4.35371
S -7.40014 0.33541 -2.93345
O -8.23979 -0.51061 -2.14001
O -7.50151 1.82945 -2.39148
C -8.64367 2.60648 -2.80547
C -9.90544 2.24731 -2.04791
C -5.71516 0.05350 -2.55643
H -8.77308 2.49559 -3.88295
H -8.34983 3.63500 -2.60590
H -10.24321 1.24147 -2.29000
H -10.69645 2.95209 -2.30778
H -9.73097 2.29412 -0.97334
H -5.10597 0.72979 -3.14637
H -5.49790 -0.97804 -2.81784
H -5.56078 0.20873 -1.49181
```

HOMO energy = -5.37 eV
LUMO level = 0.0737 Ha
total energy = -6187.6166 a.u.
gap between HOMO and LUMO = 7.4 eV
net charge = -1
energy relative to the best compared isomer or geometry (same formula, charge and spin) = 0.00 kcal/mol

Entry from OMol25: a molecular structure, C18H43CrF6NO6S2Si2 (the ωB97M-V functional and the def2-TZVPD basis).

The geometry in XYZ format:
```
79
C18H43CrF6NO6S2Si2 the ωB97M-V functional and the def2-TZVPD basis
O 2.47501 -1.86426 -1.82355
O 0.68174 -2.93852 -5.80280
C 3.63769 -1.17752 -2.31715
C 4.79199 -1.18527 -1.33009
H 3.33846 -0.14442 -2.54972
H 3.93102 -1.65355 -3.26614
H 4.58824 -0.60420 -0.41556
H 5.65445 -0.72216 -1.82905
H 5.05560 -2.21719 -1.05681
C 2.46370 -3.26386 -2.06045
C 3.11923 -3.79564 -3.32715
H 1.40847 -3.55382 -2.08615
H 2.94702 -3.72617 -1.18361
H 2.62737 -3.46838 -4.25860
H 3.01865 -4.89208 -3.28931
H 4.19763 -3.59321 -3.39704
C -0.55722 -3.14521 -5.13244
C 0.70227 -1.70891 -6.51997
C -0.65149 -4.59039 -4.69172
H -1.42426 -2.90480 -5.78181
H -0.58446 -2.46763 -4.25714
H -0.54702 -5.26644 -5.54547
H -1.62399 -4.76342 -4.22716
H 0.12977 -4.82155 -3.96304
C 1.54409 -1.84441 -7.77630
H 1.16093 -0.96401 -5.84672
H -0.31459 -1.36101 -6.79341
H 2.52638 -2.27399 -7.55557
H 1.67840 -0.86202 -8.22907
H 1.03755 -2.48448 -8.50497
H -0.27645 0.39396 -1.84011
Cr 0.76075 -0.76314 -0.19601
C 0.54953 0.63671 -2.55322
Si -0.63571 1.91190 -3.14275
H 1.47802 0.97928 -2.03876
H 0.76445 -0.24025 -3.18190
C 0.27703 2.79940 -4.53559
C -1.06307 3.05227 -1.73066
C -2.15493 0.85108 -3.48052
C 2.15610 -1.30276 1.21793
Si 0.94954 -2.68115 1.55724
H 2.24106 -0.48546 1.95313
H 3.11286 -1.41066 0.67669
C 1.85326 -4.32656 1.46744
C -0.42201 -2.80163 0.21008
C 0.17350 -2.45066 3.24635
H -1.88330 -0.15799 -3.82048
H -2.77889 1.32659 -4.24841
H -2.74922 0.74497 -2.56004
H 1.26827 3.09653 -4.14023
H -0.23603 3.70900 -4.90980
H 0.43618 2.10947 -5.38511
H -0.19541 3.33333 -1.12090
H -1.80329 2.59405 -1.05734
H -1.50190 3.97076 -2.15265
H -0.34536 -3.82623 -0.16109
H -0.45894 -2.18456 -0.73622
H -1.38376 -2.66637 0.71080
H 0.00601 -3.42191 3.73476
H -0.78181 -1.90984 3.22043
H 0.86929 -1.86667 3.86529
H 1.42475 -5.04833 2.18164
H 2.90019 -4.12253 1.73153
H 1.81286 -4.75010 0.45365
F -3.96889 -0.65772 2.41612
C -3.04354 0.21083 2.87295
F -3.67201 1.24573 3.45582
F -2.32014 -0.42956 3.82744
S -1.94637 0.82159 1.48888
O -1.22582 -0.31506 0.88334
O -2.78655 1.57565 0.60243
N -0.98055 1.68344 2.43564
S 0.27629 2.36529 1.68602
O 0.94407 1.44589 0.74850
O 0.03252 3.70441 1.23822
C 1.34315 2.50267 3.20729
F 0.72928 3.22341 4.16329
F 1.60684 1.26837 3.70135
F 2.51377 3.09438 2.87947
```

HOMO energy (alpha / beta) = -12.29 / -12.29 eV
LUMO level (alpha / beta) = -0.2058 / -0.1466 Ha
multiplicity = 4
total energy = -4236.5339 a.u.
gap between HOMO and LUMO (alpha / beta) = 6.7 / 8.3 eV
net charge = +1
energy relative to the best compared isomer or geometry (same formula, charge and spin) = 8.29 kcal/mol

| no. | largest force on an atom (eV/Å) |
| --- | --- |
| 1 | 3.93 |
| 2 | 0.48 |
| 3 | 2.33 |